153
Properties=species:S:1:pos:R:3:forces:R:3:mulliken_charge:R:1 method="wB97M-V/def2-TZVPD" spin_multiplicity=1 lumo_energy_ev=0.5 de_lowest_kj_mol=394.1 homo_energy_ev=-8.75
C -11.8299 3.4417 -28.7351 -0.416 -0.552 -0.992 -0.3771
O -12.0636 2.3116 -29.6023 0.475 -0.056 -0.334 -0.4927
C -11.2459 2.3777 -30.8214 -0.631 0.098 1.153 -0.2087
C -11.2378 1.0687 -31.6190 1.386 -1.382 1.061 0.3920
C -10.6400 -0.1083 -30.7559 -1.139 0.593 -0.154 -1.4611
N -10.3339 1.2131 -32.7734 -0.415 0.464 0.434 -0.8088
H -10.8017 3.3954 -28.3762 0.126 0.397 0.006 0.1635
H -12.5133 3.4749 -27.8866 -0.032 -0.776 -0.004 0.4059
H -12.0896 4.3549 -29.2706 0.578 0.328 -0.201 0.0692
H -11.6494 3.2042 -31.4063 0.101 0.094 -0.325 0.1657
H -10.2175 2.6056 -30.5409 0.238 0.099 -0.002 0.1618
H -12.2510 0.8581 -31.9613 -0.248 -0.270 0.268 0.3041
H -11.3124 -0.3544 -29.9341 0.046 0.041 0.077 0.3514
H -9.6631 0.1385 -30.3403 -0.016 0.278 -0.111 0.2599
H -10.5159 -1.0135 -31.3503 -0.070 0.058 -0.189 0.4438
H -10.2170 0.3481 -33.2816 0.071 -0.517 0.409 0.1605
H -10.8960 1.7557 -33.4134 0.311 0.115 -0.207 0.7361
C -9.9636 12.6765 -27.1741 0.237 0.747 -0.744 -0.3243
O -10.0249 13.8922 -27.9545 0.096 -0.505 0.935 -0.1314
C -9.0709 14.9070 -27.6378 -1.554 0.175 -0.657 -0.8076
C -9.5388 16.1945 -28.3987 1.751 -0.289 -0.315 0.8231
C -9.2837 15.9651 -29.9003 -0.471 -0.724 -0.526 -1.0485
N -8.6899 17.3080 -27.9521 -0.033 -0.201 -0.570 -0.7815
H -10.6726 11.9837 -27.6274 -0.027 0.119 0.031 -0.1073
H -10.2114 12.8229 -26.1228 -0.091 0.211 0.054 0.4348
H -8.9671 12.2390 -27.2344 0.152 -0.060 0.014 0.0406
H -8.9556 15.1346 -26.5780 -0.579 -0.190 0.428 0.3201
H -8.0732 14.5891 -27.9403 0.240 0.111 -0.463 0.2681
H -10.5257 16.5858 -28.1518 -0.413 -1.074 -0.182 -0.1274
H -8.2998 15.5646 -30.1447 0.839 0.763 0.650 0.4371
H -9.4901 16.8040 -30.5649 -0.017 0.155 0.294 0.4211
H -9.7708 15.0885 -30.3274 -1.122 0.139 0.391 -0.0421
H -8.6301 17.2188 -26.9478 0.434 0.345 0.182 0.2574
H -7.7934 17.1263 -28.3803 0.528 0.339 0.400 0.3038
C -10.1282 6.6124 -29.4441 -0.118 -0.003 -1.042 -0.5039
O -11.3346 7.2958 -29.8924 0.447 -0.574 0.225 0.0309
C -11.3451 7.8420 -31.2248 0.950 0.334 0.491 -1.0316
C -10.2605 8.9335 -31.4108 -1.387 -0.024 0.050 2.3843
C -10.3606 10.0158 -30.3462 0.145 -0.583 0.654 -0.3061
N -10.5667 9.5939 -32.6848 0.481 -0.318 0.051 -0.6599
H -9.2545 7.2397 -29.2671 -0.235 0.491 -0.158 -0.1430
H -9.8202 5.8674 -30.1778 0.006 -0.032 -0.406 0.1663
H -10.2506 6.0259 -28.5336 -0.862 0.396 0.148 0.3864
H -11.2862 7.0701 -31.9922 0.575 -0.450 0.010 -0.3052
H -12.3025 8.3021 -31.4695 -0.209 0.136 0.815 0.3779
H -9.2782 8.4678 -31.3311 0.282 -0.060 -0.286 -0.6359
H -11.2141 10.6726 -30.5143 0.114 0.006 -0.116 -0.1967
H -9.4130 10.5534 -30.3100 -0.074 0.437 -0.136 0.1285
H -10.4823 9.5856 -29.3521 -0.049 -0.138 0.085 -0.1071
H -10.1084 10.4939 -32.6792 0.082 0.167 -0.256 -0.2191
H -10.1516 9.0985 -33.4610 0.045 -0.066 -0.219 0.3364
C -10.0876 9.2467 -26.0938 0.045 -0.644 -0.555 -0.2408
O -8.7050 9.3942 -25.8339 0.820 0.137 0.223 -0.5874
C -7.9283 9.3924 -27.0542 -1.739 -1.228 0.471 1.0993
C -6.4557 9.5141 -26.8286 1.103 1.181 0.601 0.3428
C -6.0720 10.8487 -26.1870 0.512 -0.580 0.843 -1.6015
N -5.6907 9.3967 -28.0642 -0.265 0.106 -1.002 -0.3957
H -10.7145 9.1368 -25.2089 0.526 0.691 0.394 0.4661
H -10.2989 8.2961 -26.5835 0.184 -0.127 -0.569 0.1296
H -10.4349 10.0501 -26.7434 -0.285 -0.003 0.083 -0.0902
H -8.1002 8.4287 -27.5337 -0.101 -0.363 -0.263 -0.2538
H -8.4135 10.1186 -27.7063 0.642 0.499 -0.340 -0.3220
H -6.0563 8.7627 -26.1475 -0.757 -0.396 0.389 0.2705
H -6.2177 10.7800 -25.1090 -0.632 0.232 0.040 0.3732
H -6.5613 11.7330 -26.5956 0.111 -0.111 -0.117 0.1204
H -4.9845 10.9118 -26.2249 0.107 0.441 -0.461 0.4927
H -5.9192 8.5714 -28.5997 -0.392 -0.227 0.085 -0.0615
H -4.7095 9.2806 -27.8547 0.112 0.256 0.189 0.2997
C -6.2459 7.2576 -30.6884 0.614 1.138 -2.729 -1.1428
O -6.8046 6.6007 -29.6440 -0.221 -2.179 0.941 0.2758
C -6.4266 5.2062 -29.7095 -1.513 -0.815 1.635 -1.0396
C -7.1435 4.3463 -28.5828 2.046 0.406 1.482 1.3246
C -6.6784 4.6069 -27.0891 -0.335 0.792 -0.832 -1.5616
N -6.7028 2.9895 -28.8330 -0.182 -0.976 -0.460 -0.7645
H -5.1567 7.2981 -30.6817 0.307 0.135 0.417 0.3909
H -6.6423 8.2559 -30.8734 -0.047 0.288 0.894 0.2371
H -6.4739 6.8087 -31.6552 -0.164 -0.661 -0.216 0.3420
H -6.6925 4.6579 -30.6133 -0.751 0.756 -0.726 0.3523
H -5.3528 5.0202 -29.7319 0.327 0.510 0.836 0.4304
H -8.2332 4.3629 -28.5608 -0.166 0.827 -0.517 -0.3388
H -7.1748 3.9295 -26.3942 -0.307 -0.059 -0.165 0.4449
H -6.9167 5.6263 -26.7853 -0.142 0.067 0.035 0.2017
H -5.6148 4.4723 -26.8923 0.127 -0.086 -0.585 0.3704
H -7.1315 2.3941 -28.1388 0.241 -0.143 0.476 0.3098
H -7.1371 2.6293 -29.6706 0.088 0.056 -0.614 0.2698
C -11.6268 13.0553 -31.4324 -0.729 -0.176 0.148 -0.8627
O -12.9710 12.8810 -30.8710 2.135 0.671 0.192 -0.4234
C -13.1770 13.7834 -29.7409 -1.110 -0.692 -1.082 -0.2646
C -13.6489 15.1396 -30.2486 -0.420 1.424 1.017 0.7137
C -13.6967 16.1814 -29.1367 0.714 0.215 0.883 -1.2564
N -15.0136 15.1461 -30.8067 0.586 -1.034 0.021 -0.8183
H -11.3989 12.2711 -32.1543 -0.580 -0.145 0.022 0.3796
H -10.8459 12.9895 -30.6748 -0.142 0.065 0.390 0.1618
H -11.4958 14.0012 -31.9579 -0.279 0.260 0.058 0.5226
H -13.9647 13.2682 -29.1911 -0.376 0.321 0.068 0.5318
H -12.3549 13.8465 -29.0280 0.568 0.113 -0.478 -0.2349
H -12.9702 15.5556 -30.9931 0.537 -0.392 -0.138 0.2247
H -14.2909 15.8826 -28.2732 -0.331 -0.219 -0.201 0.3355
H -14.0638 17.1516 -29.4715 -0.214 -0.116 -0.242 0.4228
H -12.7162 16.3971 -28.7122 0.296 -0.136 -0.154 0.0445
H -15.1222 16.0346 -31.2745 -0.216 0.079 -0.145 0.2692
H -14.9885 14.4334 -31.5219 -0.460 -0.147 -0.389 0.2857
C -13.1397 2.1524 -34.8336 0.662 0.201 0.287 -0.9762
O -11.8847 2.6055 -34.3594 -0.588 1.166 -0.849 -0.3544
C -11.6026 3.9155 -34.8465 1.132 -0.162 0.280 -0.9967
C -10.3610 4.3913 -34.1001 0.705 0.841 0.538 1.5547
C -9.8590 5.7231 -34.5453 -0.693 2.116 -0.240 -1.7636
N -9.1927 3.5504 -34.2342 -0.505 -0.822 -0.194 -0.6141
H -13.8830 2.7874 -34.3514 -0.525 -0.260 -0.281 0.3359
H -13.2218 1.1086 -34.5308 -0.259 0.082 -0.137 0.3179
H -13.1203 2.2691 -35.9172 -0.537 -0.221 -0.118 0.3163
H -11.3153 3.9006 -35.8979 -0.130 -0.365 -0.451 0.3529
H -12.4571 4.5897 -34.7887 -0.181 0.020 0.468 0.5099
H -10.5640 4.4853 -33.0333 -0.301 -0.151 0.149 -0.7221
H -10.6375 6.4734 -34.4069 -0.160 0.303 -0.068 0.3783
H -9.5493 5.8223 -35.5857 -0.132 -0.538 -0.258 0.4765
H -8.9980 6.0861 -33.9841 -0.043 -0.415 0.297 0.2604
H -9.1361 3.4060 -35.2323 0.599 -0.310 -0.365 0.3180
H -9.4391 2.6598 -33.8265 0.612 -0.379 0.140 0.3698
C -5.7257 11.9142 -30.7240 1.828 0.842 -0.729 -0.6626
O -5.7881 12.0716 -32.1513 -2.243 -0.377 -0.302 -0.4537
C -6.7891 11.2261 -32.7750 0.056 0.565 0.314 0.5407
C -7.4900 11.9335 -33.9505 -0.506 1.594 1.089 -0.1589
C -8.3903 13.1120 -33.5183 1.084 0.014 0.892 -1.3569
N -8.3201 11.0374 -34.7395 1.233 -0.454 -0.269 -0.5360
H -6.6019 11.6748 -30.1215 -0.314 -0.373 -0.650 0.1851
H -5.3745 12.8929 -30.3970 0.022 0.013 0.322 0.3931
H -4.8910 11.2268 -30.5870 -0.332 -0.354 0.756 0.2647
H -6.2861 10.3071 -33.0758 -0.112 -0.226 -0.335 0.4621
H -7.5651 10.9701 -32.0537 -0.051 -0.152 0.241 -0.7030
H -6.6938 12.4337 -34.5019 0.249 -0.207 -0.490 0.5907
H -7.7119 13.8147 -33.0345 -0.089 0.455 -0.203 0.3959
H -9.1239 12.9105 -32.7377 -0.227 -0.546 -0.179 0.0842
H -8.8806 13.5744 -34.3750 0.072 0.019 0.033 0.4663
H -7.6018 10.5110 -35.2160 -0.193 -1.037 -0.351 0.2847
H -8.6774 11.5957 -35.5015 -0.506 0.179 -0.077 0.2540
C -15.8922 5.6987 -26.9442 -0.928 -1.503 -2.221 -0.7756
O -15.1362 6.8286 -27.0052 1.340 1.790 1.548 -0.3453
C -15.0374 7.5357 -28.2281 -2.304 -0.348 -0.565 -0.8511
C -14.2423 8.7682 -28.0391 -0.283 0.856 0.150 0.6895
C -14.3271 9.7571 -29.1898 0.921 0.213 -0.312 -1.1950
N -12.9404 8.3237 -27.6384 1.136 0.020 0.318 -0.3353
H -15.5907 5.1178 -27.8158 -0.128 -0.767 -0.222 0.3006
H -16.9521 5.8854 -27.1170 -0.340 0.245 0.260 0.3087
H -15.7972 5.0203 -26.0963 0.516 0.787 0.445 0.2676
H -14.6178 6.9023 -29.0096 0.267 -0.214 -0.158 0.2934
H -16.0200 7.8586 -28.5722 -0.593 -0.327 -0.005 0.4691
H -14.6219 9.3186 -27.1783 -0.493 -0.115 0.170 0.2019
H -15.3316 10.0978 -29.4410 -0.077 -0.135 0.291 0.5635
H -13.8576 9.4438 -30.1223 -0.052 -0.509 -0.068 0.0457
H -13.7250 10.6243 -28.9189 -0.145 0.227 0.126 0.0400
H -13.2274 7.4629 -27.1948 0.908 -0.266 0.893 0.4228
H -12.4145 7.9910 -28.4339 0.206 0.181 -0.483 0.0063